--- P ---
CH3NO4P | ωB97M-V with the def2-TZVPD basis set

Computed properties:
- Molecular weight: 124.01 g/mol
- 2S+1: 1
- LUMO: -4.307 eV
- Charge: +1

XYZ file:
```
10
Properties=species:S:1:pos:R:3:nbo_charge:R:1
C 1.04 0.85 0.00 -0.397
N 1.96 1.38 0.48 0.362
O 2.94 1.88 0.84 -0.192
O -0.21 -1.25 -1.20 -0.924
O -1.72 0.53 -0.12 -0.938
O -0.37 -0.82 1.37 -0.939
P -0.37 -0.18 -0.02 2.386
H -0.86 -1.12 -1.90 0.535
H -2.24 0.45 -0.93 0.553
H -0.18 -1.72 1.48 0.554
```


--- Q ---
CH3NO4P | ωB97M-V with the def2-TZVPD basis set

Computed properties:
- Molecular weight: 124.01 g/mol
- 2S+1: 1
- LUMO: -4.571 eV
- Charge: +1

XYZ file:
```
10
Properties=species:S:1:pos:R:3:nbo_charge:R:1
C 0.36 -0.23 2.93 0.189
N 0.44 -0.17 1.77 0.192
O 0.45 -0.04 0.56 -0.541
O -1.73 -0.95 -1.07 -0.923
O 0.75 -0.91 -1.94 -0.877
O -0.49 1.24 -1.77 -0.965
P -0.49 -0.27 -1.39 2.538
H 0.38 -0.31 3.96 0.282
H 1.39 -0.27 -1.78 0.526
H -1.06 1.89 -1.27 0.579
```


Least stable: Q


--- P ---
C3H7N2S2 | ωB97M-V with the def2-TZVPD basis set

Computed properties:
- Molecular weight: 135.24 g/mol
- 2S+1: 1
- LUMO: -3.613 eV
- Charge: +1

XYZ file:
```
14
Properties=species:S:1:pos:R:3:nbo_charge:R:1
C 1.89 0.37 0.17 0.406
C -0.56 0.38 -0.46 -0.147
C -1.67 0.07 0.44 -0.484
N 0.72 0.88 -0.04 -0.523
N 2.20 -0.85 -0.19 -0.693
S -0.91 -1.45 -0.15 0.139
S -3.29 0.52 -0.25 0.049
H 2.71 0.88 0.54 0.236
H -0.74 0.73 -1.49 0.271
H -1.60 0.14 1.61 0.282
H 0.48 1.81 0.21 0.433
H 3.06 -1.10 0.17 0.415
H 1.50 -1.63 -0.47 0.454
H -3.79 -0.75 -0.08 0.162
```


--- Q ---
C3H7N2S2 | ωB97M-V with the def2-TZVPD basis set

Computed properties:
- Molecular weight: 135.24 g/mol
- 2S+1: 1
- LUMO: -3.856 eV
- Charge: +1

XYZ file:
```
14
Properties=species:S:1:pos:R:3:nbo_charge:R:1
C -0.79 -0.41 -1.17 0.383
C -0.32 0.27 1.06 -0.154
C 1.17 0.29 0.95 -0.542
N -1.09 0.29 -0.10 -0.544
N 0.19 -1.23 -1.24 -0.716
S 0.55 -1.27 1.54 0.260
S 2.17 1.45 1.90 0.064
H -1.23 -0.13 -2.10 0.229
H -0.96 0.84 1.78 0.264
H 1.58 0.61 -0.10 0.279
H -2.01 0.86 -0.17 0.461
H 0.38 -1.70 -2.23 0.456
H 0.59 -1.56 -0.37 0.406
H 1.09 1.98 2.78 0.153
```


Least stable: Q


--- P ---
C6H13N | ωB97M-V with the def2-TZVPD basis set

Computed properties:
- <S²>: 0.754
- Molecular weight: 99.18 g/mol
- 2S+1: 2
- LUMO (spin up / spin down): -2.857 / -7.195 eV
- Charge: +1

XYZ file:
```
20
Properties=species:S:1:pos:R:3:nbo_charge:R:1
C -1.78 -0.28 2.22 -0.655
C -1.63 0.00 0.69 -0.248
N -0.39 -0.44 -0.20 0.028
C -0.23 0.29 -1.49 -0.293
C 1.33 0.79 -1.61 -0.398
C 2.04 -0.03 -0.51 -0.422
C 0.84 -0.36 0.56 -0.285
H -1.89 0.57 2.84 0.246
H -1.00 -0.87 2.72 0.244
H -2.70 -0.91 2.31 0.248
H -2.42 -0.65 0.15 0.258
H -1.54 1.10 0.66 0.250
H -1.01 1.14 -1.59 0.268
H -0.25 -0.58 -2.25 0.282
H 1.64 0.66 -2.62 0.250
H 1.29 1.94 -1.46 0.236
H 2.92 0.27 0.04 0.258
H 2.32 -1.11 -0.84 0.224
H 1.09 -1.39 1.09 0.271
H 0.85 0.48 1.14 0.238
```


--- Q ---
C6H13N | ωB97M-V with the def2-TZVPD basis set

Computed properties:
- <S²>: 0.754
- Molecular weight: 99.18 g/mol
- 2S+1: 2
- LUMO (spin up / spin down): -5.634 / -8.907 eV
- Charge: +1

XYZ file:
```
20
Properties=species:S:1:pos:R:3:nbo_charge:R:1
C 1.42 -0.19 1.35 -0.241
C 0.33 0.85 1.27 -0.412
C 0.00 1.32 -0.23 -0.409
C -0.59 0.10 -1.13 -0.534
C -1.72 -0.73 -0.57 0.111
C -2.43 -1.61 -1.29 -0.069
N 2.73 0.28 0.80 -0.774
H 1.21 -1.23 0.87 0.146
H 1.44 -0.47 2.40 0.214
H -0.68 0.52 1.59 0.197
H 0.80 1.73 1.70 0.256
H 0.66 2.00 -0.72 0.250
H -0.83 2.02 -0.07 0.226
H -1.01 0.60 -2.04 0.284
H 0.24 -0.55 -1.55 0.312
H -1.77 -0.76 0.54 0.260
H -3.45 -1.83 -1.05 0.254
H -1.96 -1.98 -2.19 0.245
H 2.36 0.47 -0.23 0.319
H 3.26 -0.55 0.55 0.364
```


Least stable: Q


--- P ---
C4H10N3O | ωB97M-V with the def2-TZVPD basis set

Computed properties:
- Molecular weight: 116.14 g/mol
- 2S+1: 1
- LUMO: -3.539 eV
- Charge: +1

XYZ file:
```
18
Properties=species:S:1:pos:R:3:nbo_charge:R:1
C 0.72 -0.53 0.06 -0.095
C 1.23 0.71 0.28 -0.101
C -2.09 -0.43 -0.34 -0.006
C 1.50 1.24 1.60 -0.664
N -1.37 0.63 -2.36 0.010
N -1.80 0.19 -1.41 0.006
N 0.72 -1.33 -1.28 -0.715
O -1.96 0.31 0.80 -0.717
H 0.60 -1.24 0.93 0.232
H 1.43 1.33 -0.51 0.209
H -3.14 -0.88 -0.37 0.226
H 2.56 1.50 1.74 0.261
H 1.03 0.66 2.35 0.235
H 0.90 2.18 1.78 0.254
H -0.25 -1.43 -1.64 0.454
H 1.16 -2.27 -1.31 0.451
H 1.36 -0.79 -1.85 0.446
H -2.60 0.15 1.53 0.515
```


--- Q ---
C4H10N3O | ωB97M-V with the def2-TZVPD basis set

Computed properties:
- Molecular weight: 116.14 g/mol
- 2S+1: 1
- LUMO: -4.091 eV
- Charge: +1

XYZ file:
```
18
Properties=species:S:1:pos:R:3:nbo_charge:R:1
C 2.14 -1.03 0.18 0.105
C 0.50 0.63 0.05 0.355
C 0.30 1.58 1.23 -0.634
C -0.45 0.72 -1.14 -0.703
N 2.68 0.02 -0.23 -0.011
N 0.68 -0.78 0.42 -0.310
N -0.24 -1.75 -0.19 -0.549
O 1.79 0.99 -0.45 -0.326
H 2.58 -1.87 0.48 0.218
H 1.10 1.53 1.96 0.254
H -0.66 1.24 1.79 0.219
H 0.02 2.63 0.94 0.260
H -0.42 -0.02 -1.97 0.207
H -0.05 1.64 -1.63 0.293
H -1.57 0.73 -1.01 0.253
H -0.37 -1.37 -1.12 0.444
H -1.07 -1.75 0.49 0.461
H 0.01 -2.76 -0.13 0.462
```


Least stable: Q


--- P ---
C2H5NOS | ωB97M-V with the def2-TZVPD basis set

Computed properties:
- Molecular weight: 91.13 g/mol
- 2S+1: 1
- LUMO: -0.850 eV

XYZ file:
```
10
Properties=species:S:1:pos:R:3:nbo_charge:R:1
C 0.83 -0.13 0.50 -0.401
C 1.90 0.51 0.00 -0.379
N -2.54 0.50 -0.94 -0.965
O -4.11 -0.98 0.46 -0.857
S -2.77 -0.42 0.27 1.437
H -0.18 -0.20 0.06 0.191
H 0.99 -0.36 1.60 0.191
H 2.76 0.58 0.60 0.192
H 1.85 1.02 -1.00 0.196
H -3.32 0.61 -1.65 0.395
```


--- Q ---
C2H5NOS | ωB97M-V with the def2-TZVPD basis set

Computed properties:
- Molecular weight: 91.13 g/mol
- 2S+1: 1
- LUMO: -0.027 eV

XYZ file:
```
10
Properties=species:S:1:pos:R:3:nbo_charge:R:1
C -0.06 0.12 -1.22 -0.620
C -0.25 -0.55 0.12 -0.240
N 0.85 -0.14 1.07 -0.215
O 0.30 0.03 2.32 -0.459
S 0.73 1.47 1.61 0.503
H 0.93 0.03 -1.50 0.209
H -0.28 1.12 -1.08 0.209
H -0.69 -0.31 -1.95 0.218
H -0.23 -1.61 0.05 0.205
H -1.31 -0.17 0.58 0.190
```


Least stable: Q


--- P ---
C4H12O2 | ωB97M-V with the def2-TZVPD basis set

Computed properties:
- Molecular weight: 92.14 g/mol
- 2S+1: 1
- LUMO: 0.903 eV

XYZ file:
```
18
Properties=species:S:1:pos:R:3:nbo_charge:R:1
C -2.40 -0.47 2.19 -0.072
O -2.23 -0.50 0.74 -0.697
C -3.73 -0.94 2.77 -0.645
H -2.06 0.44 2.65 0.172
H -1.73 -1.20 2.72 0.147
H -3.06 -1.09 0.51 0.460
H -4.53 -0.89 2.09 0.205
H -3.90 -0.52 3.72 0.225
H -3.57 -1.99 3.07 0.204
C 2.80 1.43 -2.46 -0.093
O 1.88 0.86 -3.63 -0.733
C 3.67 0.38 -1.68 -0.651
H 2.09 1.97 -1.83 0.178
H 3.24 2.20 -3.09 0.192
H 2.14 -0.05 -3.38 0.451
H 4.69 0.64 -1.57 0.227
H 3.53 -0.64 -2.08 0.210
H 3.17 0.38 -0.75 0.221
```


--- Q ---
C4H12O2 | ωB97M-V with the def2-TZVPD basis set

Computed properties:
- Molecular weight: 92.14 g/mol
- 2S+1: 1
- LUMO: 0.927 eV

XYZ file:
```
18
Properties=species:S:1:pos:R:3:nbo_charge:R:1
O -3.05 0.88 -1.40 -0.715
C -2.43 0.52 -3.68 -0.628
C -3.55 0.96 -2.70 -0.062
H -3.76 0.45 -0.88 0.470
H -2.69 1.02 -4.62 0.202
H -2.41 -0.57 -3.85 0.205
H -1.43 0.85 -3.37 0.218
H -3.89 1.97 -2.96 0.154
H -4.39 0.26 -2.88 0.157
O 3.58 -2.13 3.24 -0.734
C 2.66 -0.16 2.21 -0.633
C 3.07 -0.82 3.55 -0.061
H 4.55 -2.10 3.35 0.468
H 2.50 0.92 2.40 0.205
H 1.71 -0.60 1.87 0.213
H 3.41 -0.26 1.40 0.212
H 3.92 -0.38 4.09 0.158
H 2.18 -0.79 4.22 0.172
```


Least stable: P


--- P ---
C4H12O2 | ωB97M-V with the def2-TZVPD basis set

Computed properties:
- Molecular weight: 92.14 g/mol
- 2S+1: 1
- LUMO: 1.114 eV

XYZ file:
```
18
Properties=species:S:1:pos:R:3:nbo_charge:R:1
O 1.31 -4.92 2.51 -0.545
C 0.81 -4.63 1.21 -0.252
C 0.68 -6.07 3.10 -0.252
H 1.28 -3.67 0.93 0.195
H -0.28 -4.50 1.24 0.163
H 1.06 -5.38 0.44 0.166
H -0.42 -5.96 3.08 0.164
H 0.99 -6.21 4.15 0.195
H 0.96 -6.96 2.52 0.165
O -0.69 6.12 -1.83 -0.547
C -0.55 5.00 -1.01 -0.244
C -0.88 5.83 -3.19 -0.250
H 0.46 4.63 -1.25 0.161
H -1.29 4.23 -1.28 0.160
H -0.62 5.19 0.08 0.194
H -1.45 6.67 -3.60 0.192
H -1.45 4.90 -3.36 0.166
H 0.08 5.75 -3.74 0.168
```


--- Q ---
C4H12O2 | ωB97M-V with the def2-TZVPD basis set

Computed properties:
- Molecular weight: 92.14 g/mol
- 2S+1: 1
- LUMO: 0.613 eV

XYZ file:
```
18
Properties=species:S:1:pos:R:3:nbo_charge:R:1
C 0.97 -1.74 -0.98 -0.611
C 0.27 -0.66 -0.17 -0.454
C -0.21 -1.09 1.21 -0.180
C -0.16 -0.23 2.20 -0.379
H 0.54 -2.74 -1.03 0.212
H 0.97 -1.50 -2.06 0.198
H 2.04 -1.82 -0.76 0.209
H -0.70 -0.56 -0.65 0.191
H 0.81 0.28 -0.13 0.224
H -0.84 -1.97 1.19 0.198
H -0.64 -0.49 3.16 0.185
H 0.18 0.77 2.29 0.203
H -1.12 2.63 0.41 0.470
H -2.48 1.93 0.33 0.468
O -1.78 2.16 0.95 -0.934
H 0.09 1.47 -1.52 0.474
H 1.20 1.61 -2.64 0.479
O 0.87 1.96 -1.81 -0.951
```


Least stable: P


--- P ---
C4H12O2S | ωB97M-V with the def2-TZVPD basis set

Computed properties:
- Molecular weight: 124.20 g/mol
- 2S+1: 1
- LUMO: 0.559 eV

XYZ file:
```
19
Properties=species:S:1:pos:R:3:nbo_charge:R:1
C 1.11 -0.34 -0.63 -0.071
O 0.66 -0.66 0.70 -0.736
C 0.99 1.14 -0.92 -0.419
C -0.38 1.79 -0.55 -0.400
C -1.58 0.86 -0.78 -0.534
S -3.17 1.71 -0.52 -0.058
H 2.12 -0.72 -0.75 0.176
H 0.45 -0.85 -1.34 0.160
H 1.31 -1.26 1.03 0.467
H 1.15 1.22 -2.00 0.205
H 1.71 1.74 -0.37 0.213
H -0.44 2.60 -1.29 0.202
H -0.43 2.26 0.42 0.217
H -1.62 0.54 -1.81 0.205
H -1.42 0.00 -0.13 0.241
H -3.70 0.92 0.46 0.133
H 0.81 -4.14 3.36 0.471
H 1.00 -3.23 2.16 0.465
O 1.41 -3.56 2.95 -0.936
```


--- Q ---
C4H12O2S | ωB97M-V with the def2-TZVPD basis set

Computed properties:
- Molecular weight: 124.20 g/mol
- 2S+1: 1
- LUMO: 0.523 eV

XYZ file:
```
19
Properties=species:S:1:pos:R:3:nbo_charge:R:1
C -0.44 -1.61 -1.50 -0.072
O -0.88 -2.02 -0.15 -0.721
C 0.68 -0.45 -1.39 -0.427
C 0.40 0.35 -0.15 -0.442
C 1.01 1.68 -0.02 -0.469
S -0.05 2.75 1.14 -0.064
H -0.07 -2.51 -2.10 0.186
H -1.41 -1.33 -1.98 0.165
H -1.72 -1.55 -0.12 0.459
H 0.62 0.26 -2.22 0.202
H 1.74 -0.87 -1.54 0.209
H 0.72 -0.27 0.77 0.258
H -0.75 0.43 -0.18 0.180
H 2.04 1.81 0.41 0.229
H 1.12 2.22 -0.98 0.201
H -1.22 2.11 0.88 0.103
H -0.44 -0.83 3.65 0.471
H -1.06 -0.09 2.46 0.464
O -0.31 -0.10 3.01 -0.933
```


Least stable: Q